# 1
ORCA calculation (wB97M-V/def2-TZVPD) on a molecular structure, C18H27BNaO9P3Se2 in a non-equilibrium geometry.

Frontier orbital gap   4.466 eV
M   672.0 g/mol
Energy   -201194.8939 eV
ΔE to the lowest compared entry with this formula, charge and spin   30.58 kJ/mol
Total charge   -2
Lowest unoccupied orbital energy   3.9 eV
HOMO energy   -0.52 eV
2S+1   1

Element x y z (Å)
Na 0.264 -0.933 -1.586
O 0.230 -3.426 -4.151
P -0.812 -2.184 -4.170
O -1.845 -2.436 -5.189
O -1.164 -1.843 -2.741
O 0.181 -0.971 -4.686
P 1.532 -0.454 -3.932
O 2.590 -0.471 -5.154
O 1.886 -1.526 -2.920
O 1.387 0.935 -3.438
H 1.001 -3.187 -3.613
H 2.542 -1.314 -5.616
C -0.418 2.054 4.587
Se 0.390 0.291 3.242
C 1.300 1.747 2.302
C 2.558 1.421 1.486
Se 2.234 1.648 -0.413
C 3.887 0.795 -0.985
H -1.273 1.616 5.118
H -0.744 2.952 4.049
H 0.367 2.318 5.308
H 1.550 2.426 3.113
H 0.534 2.241 1.703
H 2.873 0.389 1.641
H 3.387 2.068 1.782
H 4.744 1.345 -0.595
H 3.902 0.800 -2.075
H 3.904 -0.237 -0.640
O 1.491 -2.504 2.569
B 1.038 -1.297 1.939
O 0.573 -1.706 0.633
C 0.712 -3.072 0.542
C 0.360 -3.894 -0.504
C 0.630 -5.256 -0.331
C 1.210 -5.738 0.839
C 1.540 -4.877 1.892
C 1.273 -3.539 1.710
H -0.111 -3.527 -1.408
H 0.378 -5.940 -1.131
H 1.406 -6.798 0.938
H 1.983 -5.239 2.811
C -1.833 1.366 -1.935
P -1.480 0.947 -0.155
C -2.851 -0.234 0.177
C -2.108 2.483 0.624
C -1.844 3.736 0.064
C -2.257 4.900 0.696
C -2.935 4.840 1.907
C -3.185 3.603 2.485
C -2.770 2.441 1.851
H -2.749 1.949 -2.050
H -1.933 0.437 -2.503
H -0.989 1.910 -2.363
H -3.842 0.199 0.022
H -2.775 -0.608 1.199
H -2.720 -1.076 -0.507
H -1.305 3.802 -0.874
H -2.037 5.858 0.240
H -3.248 5.748 2.408
H -3.674 3.535 3.448
H -2.933 1.488 2.340

These are the Löwdin partial charges, in e, on atoms 1 to 4:
1 Na 0.1551
2 O -0.1721
3 P 0.1870
4 O -0.3172

---

# 2
ORCA calculation (wB97M-V/def2-TZVPD) on a molecular structure, C18H27BiCl2N2O4 in a non-equilibrium geometry.

Frontier orbital gap (alpha / beta)   4.736 / 4.179 eV
M   615.3 g/mol
Energy   -61153.6081 eV
ΔE to the lowest compared entry with this formula, charge and spin   532.36 kJ/mol
Lowest unoccupied orbital energy (alpha / beta)   -0.4 / -0.5 eV
HOMO energy (alpha / beta)   -5.10 / -4.64 eV
2S+1   1

Element x y z (Å)
O -0.678 -0.735 -0.456
C -0.488 -1.956 -0.371
C -1.271 -2.869 -1.135
C -2.690 -2.710 -1.262
H -3.262 -2.209 -0.464
C -3.291 -3.205 -2.420
H -4.355 -3.001 -2.582
C -2.524 -3.851 -3.407
H -2.990 -4.115 -4.359
C -1.196 -4.211 -3.156
H -0.624 -4.786 -3.889
C -0.573 -3.762 -1.997
H 0.456 -4.037 -1.770
H 0.684 -2.276 0.017
C -0.262 -3.404 1.868
C 0.745 -2.505 1.260
H 0.105 -3.732 2.860
H -0.422 -4.293 1.233
H -1.239 -2.891 1.994
C 1.774 -1.896 1.859
C 2.309 -2.191 3.226
H 2.331 -1.151 1.290
H 2.497 -3.268 3.399
H 1.683 -1.806 4.043
H 3.263 -1.659 3.319
Bi 0.085 1.277 0.208
Cl -2.021 0.728 1.810
Cl 1.761 0.709 -1.665
H -4.310 1.774 -2.153
H -5.338 2.615 -0.168
C -3.376 1.607 -1.608
C -4.396 2.706 0.380
N -3.298 2.638 -0.573
H -2.515 1.727 -2.264
C -2.179 3.304 -0.329
O -1.072 3.006 -0.896
H -4.345 3.670 0.908
H -2.265 4.115 0.414
H -3.387 0.604 -1.161
H -4.319 1.888 1.119
H 5.429 4.043 1.287
H 4.894 4.317 -1.565
C 4.955 3.067 1.126
C 4.630 3.269 -1.335
N 4.045 3.141 -0.006
H 4.390 2.776 2.008
C 2.724 3.098 0.118
O 2.122 2.665 1.145
H 3.900 2.917 -2.079
H 2.187 3.443 -0.780
H 5.733 2.333 0.894
H 5.542 2.654 -1.398
O 0.100 1.403 4.254
C 0.345 1.026 3.208

These are the Löwdin partial charges, in e, on atoms 1 to 4:
1 O -0.3837
2 C -0.3645
3 C -0.2056
4 C -0.0353